Entry 1:
70
Properties=species:S:1:pos:R:3 method="wB97M-V/def2-TZVPD" charge=+1 homo_energy_ev=-11.56 orbital_gap_ev=7.2704 energy_ha=-2531.8196 molar_mass_g_mol=589.0
Cl -3.901 0.132 2.504
P -2.730 -1.573 2.287
F -2.960 -2.790 4.615
O -0.874 -2.674 -3.144
O -2.587 -3.074 -8.184
O 2.865 4.028 1.009
O 2.517 4.363 6.322
N -1.429 -1.478 1.139
C -1.989 -1.968 4.008
C 1.463 -2.277 -7.536
C 0.092 1.589 4.353
C 5.168 6.925 2.955
C 1.756 3.328 4.358
C 2.579 4.309 5.109
C -4.871 -3.732 -3.800
C 1.016 2.366 2.275
C 0.132 -2.569 -7.798
C 1.009 -2.279 -5.171
C -2.668 -3.154 -4.588
C 0.063 -0.031 -0.254
C 4.203 6.187 5.037
C 4.433 5.970 2.269
C -4.453 -3.551 -6.165
C 0.893 2.481 5.051
C -3.121 -3.239 -5.905
C 5.048 7.039 4.338
C -5.326 -3.797 -5.114
C 1.828 3.260 2.968
C 3.573 5.122 2.964
C 3.467 5.223 4.353
C 0.146 1.535 2.963
C -0.767 -2.720 -6.746
C 2.767 4.129 2.217
C 0.714 -2.016 3.964
C -2.190 -3.013 -7.038
C 1.899 -2.123 -6.223
C -3.547 -3.407 -3.537
C -1.260 -2.794 -4.297
C -0.654 -2.841 3.932
C -0.326 -2.589 -5.428
C -1.473 -0.289 0.220
H 0.058 0.986 -0.733
H -1.797 0.662 0.694
H -1.523 -2.313 0.544
H -4.810 -3.607 -7.186
H 4.526 5.888 1.193
H 4.116 6.278 6.112
H 5.833 7.586 2.413
H 0.660 -1.064 4.538
H 2.937 -1.887 -6.021
H 0.843 2.522 6.132
H -0.674 -3.468 3.008
H -0.204 -2.683 -8.821
H 0.747 0.007 0.633
H -6.360 -4.043 -5.318
H -0.651 -3.516 4.823
H 1.059 2.318 1.194
H -1.875 -1.048 4.632
H 1.084 -1.876 2.919
H -2.059 -0.575 -0.686
H -3.199 -3.355 -2.513
H 5.615 7.792 4.871
H -0.585 0.934 4.891
H 2.163 -2.168 -8.356
H -3.590 -2.686 1.999
H -5.551 -3.933 -2.981
H 1.473 -2.661 4.480
H 1.353 -2.163 -4.151
H 0.390 -0.782 -1.012
H -0.485 0.848 2.422

Entry 2:
88
Properties=species:S:1:pos:R:3 method="wB97M-V/def2-TZVPD" homo_energy_ev=-8.91 orbital_gap_ev=9.0657 energy_ha=-2425.9653 molar_mass_g_mol=618.8
S 0.041 6.240 4.562
O -0.281 7.683 4.502
O -4.683 0.438 -0.528
O 5.617 -0.202 -0.007
O -6.542 1.558 -1.126
O 4.500 -4.129 2.310
O 6.899 -1.706 1.017
O 6.423 -1.955 -1.167
O 3.414 -3.866 0.358
O -4.514 2.234 -1.835
O 5.271 -5.099 0.431
N -1.249 -2.072 -1.905
N -6.315 5.872 -2.062
N -0.608 -2.092 3.347
N -0.279 3.232 0.320
C 1.095 0.123 0.009
C -4.207 5.409 -0.622
C -3.156 1.929 -1.453
C 0.899 1.079 1.210
C 3.803 -4.084 -1.010
C 2.039 -1.012 0.336
C 4.746 -5.261 -0.884
C 0.612 -4.812 1.002
C -0.929 -3.146 3.007
C -1.971 -2.232 -2.782
C 6.966 -0.543 1.836
C 6.321 -1.353 -0.150
C 0.215 2.291 0.754
C -1.359 -4.490 2.591
C -2.921 5.304 -1.463
C -3.299 0.538 -0.819
C -1.176 5.527 5.684
C -2.132 -4.756 -4.821
C -5.390 5.670 -1.419
C -5.367 1.427 -1.161
C 5.772 0.262 1.341
C -2.184 6.633 -1.617
C -2.891 -2.526 -3.896
C 4.408 -4.320 1.150
C -0.570 5.541 3.028
C -2.154 -3.243 -5.051
C -0.890 -4.844 1.172
H -0.081 6.183 2.284
H -2.451 -4.400 2.590
H 2.960 -0.660 0.803
H -3.262 -1.561 -4.246
H 0.826 -5.005 -0.054
H 2.958 -4.188 -1.687
H 4.865 0.023 1.903
H 6.958 -0.715 2.907
H 0.115 -0.282 -0.261
H -4.334 4.446 -0.118
H 0.351 0.604 2.020
H -0.937 5.961 6.651
H -2.747 -2.996 -5.932
H -3.175 4.868 -2.431
H 1.575 -1.699 1.051
H 1.063 -3.859 1.257
H -2.179 5.829 5.376
H -1.342 -4.089 0.525
H 4.258 -6.237 -0.990
H -0.166 4.552 2.829
H 5.895 1.342 1.329
H -1.292 -5.830 0.947
H -1.559 6.825 -0.746
H -1.809 -4.942 -3.796
H 1.116 -5.618 1.541
H -1.060 -5.212 3.349
H 1.406 0.725 -0.847
H 5.530 -5.286 -1.642
H -1.159 4.438 5.674
H -2.860 2.664 -0.708
H -3.688 -3.119 -3.450
H -1.511 6.627 -2.474
H -2.522 1.974 -2.331
H -2.914 7.434 -1.753
H -2.214 4.621 -0.993
H -4.048 6.119 0.190
H 1.883 1.421 1.545
H -1.403 -5.225 -5.485
H -2.686 0.426 0.072
H -1.634 5.720 2.898
H -2.945 -0.207 -1.531
H -1.144 -2.858 -5.153
H -3.094 -5.208 -5.046
H 2.255 -1.644 -0.522
H 4.317 -3.176 -1.338
H 7.911 -0.037 1.606

Entry 3:
64
Properties=species:S:1:pos:R:3 method="wB97M-V/def2-TZVPD" homo_energy_ev=-7.15 orbital_gap_ev=5.1178 energy_ha=-2786.9479 molar_mass_g_mol=562.7
S 2.990 -1.629 7.393
S 0.971 1.776 11.583
S -1.771 1.536 11.458
F 0.160 -1.365 8.937
O 1.310 2.619 12.706
O 1.110 0.343 11.596
O -1.747 0.105 11.258
O -2.236 2.181 12.664
O 0.728 -0.480 6.890
N -0.436 2.370 11.011
N 1.635 -3.688 6.864
C 0.604 -4.732 6.860
C 2.155 2.231 10.290
C -2.936 2.013 10.160
C -3.314 -2.977 7.676
C 2.696 1.286 9.396
C 0.303 -1.669 7.611
C -3.460 3.305 10.237
C 2.901 -3.942 6.320
C -2.433 -3.074 5.390
C -2.071 -2.476 8.074
C 3.770 -2.924 6.528
C 3.675 3.910 9.443
C -4.439 1.489 8.330
C 4.161 2.996 8.501
C -3.458 1.080 9.242
C -3.487 -3.289 6.309
C 5.198 -2.866 6.092
C 3.212 -5.250 5.661
C -1.050 -2.211 7.153
C -4.440 3.704 9.324
C 2.677 3.527 10.344
C -1.205 -2.539 5.814
C 3.683 1.679 8.487
C -0.076 0.672 6.726
C 1.537 -2.508 7.519
C -4.911 2.807 8.358
H -4.467 -3.692 5.994
H -4.825 4.723 9.393
H 3.276 -6.109 6.347
H -4.839 0.766 7.614
H -1.114 0.349 6.609
H 4.209 -5.202 5.212
H 0.276 1.154 5.803
H 4.064 4.929 9.504
H 2.325 0.260 9.420
H -4.103 -3.076 8.445
H 5.585 -3.804 5.674
H 5.372 -2.088 5.340
H -3.083 3.974 11.017
H 5.835 -2.609 6.943
H -0.120 -4.587 7.665
H 0.010 1.393 7.559
H 4.938 3.298 7.801
H 1.104 -5.689 6.992
H -2.602 -3.323 4.322
H -5.669 3.127 7.647
H 4.096 0.951 7.788
H -3.093 0.048 9.249
H 2.288 4.215 11.095
H -1.987 -2.231 9.129
H -0.394 -2.363 5.111
H 2.558 -5.553 4.831
H 0.126 -4.770 5.880

Entry 4:
9
Properties=species:S:1:pos:R:3 method="wB97M-V/def2-TZVPD" homo_energy_ev=-9.53 orbital_gap_ev=10.2664 smiles=NO.N energy_ha=-188.2687 molar_mass_g_mol=50.1
O 1.969 -0.774 -0.105
N 1.096 0.399 -0.096
N -2.303 -0.326 -0.190
H -2.524 0.545 0.319
H 2.869 -0.422 0.035
H -1.317 -0.097 -0.425
H -2.383 -1.147 0.364
H 1.522 1.069 -0.754
H 1.071 0.753 0.854

Entry 5:
45
Properties=species:S:1:pos:R:3 method="wB97M-V/def2-TZVPD" homo_energy_ev=-8.84 orbital_gap_ev=8.7356 smiles="Cc1cccc(CC(=O)Nc2cc(C)c3c(=O)oc4ccccc4c3n2)c1" energy_ha=-1184.4637 molar_mass_g_mol=358.4
O -2.745 3.524 -1.027
O -3.083 3.084 -3.147
O 0.151 -4.196 0.074
N -0.618 -2.395 -0.977
N -1.233 -0.248 -0.267
C -2.082 3.862 2.506
C 4.186 -0.718 0.859
C 1.820 -0.308 0.859
C 3.118 0.146 0.699
C 2.667 -2.496 1.344
C -1.843 1.915 0.527
C -1.125 -1.141 -1.235
C -1.464 1.640 1.844
C -2.349 3.183 0.224
C 3.971 -2.053 1.181
C -1.536 -0.866 -2.550
C -1.581 2.603 2.821
C 1.589 -1.635 1.192
C -2.055 0.369 -2.876
C 5.124 -2.991 1.371
C -2.159 1.325 -1.839
C -0.102 -3.016 0.144
C -2.690 2.668 -2.085
C -1.736 0.952 -0.552
C -2.480 0.657 -4.272
C -2.467 4.155 1.215
C 0.185 -2.170 1.356
H -1.283 2.380 3.834
H 5.449 -2.974 2.412
H 5.969 -2.700 0.751
H 5.196 -0.355 0.730
H -0.534 -1.359 1.426
H 3.295 1.181 0.445
H 0.989 0.367 0.726
H -1.439 -1.629 -3.309
H 2.481 -3.534 1.583
H -3.531 0.938 -4.296
H 0.136 -2.816 2.234
H -0.668 -3.032 -1.767
H 4.837 -4.010 1.124
H -1.081 0.661 2.077
H -2.320 -0.210 -4.910
H -2.861 5.122 0.946
H -2.172 4.615 3.274
H -1.927 1.507 -4.667

Entry 6:
11
Properties=species:S:1:pos:R:3 method="wB97M-V/def2-TZVPD" spin_multiplicity=2 charge=+1 homo_energy_ev="-16.19 / -16.13" orbital_gap_ev="10.7381 / 5.6319" s_squared=0.755 energy_ha=-342.2624 molar_mass_g_mol=82.1
O -1.172 0.103 -1.228
O -1.287 -0.924 1.622
O 0.956 0.505 -1.417
O 1.469 -0.267 0.578
C -0.270 0.858 -1.542
H -1.297 -0.581 0.742
H 2.148 0.325 0.945
H 0.735 -0.272 1.185
H -0.406 1.773 -2.123
H 1.068 0.083 -0.483
H -1.944 -1.603 1.720

Entry 7:
12
Properties=species:S:1:pos:R:3 method="wB97M-V/def2-TZVPD" homo_energy_ev="-7.89 / -8.83" orbital_gap_ev="7.3870 / 8.3104" energy_ha=-611.8087 molar_mass_g_mol=115.2
Si -2.608 -0.284 0.332
O 0.374 0.386 -0.483
O -1.299 -1.087 -0.342
N 2.689 -0.990 0.775
C -0.050 -0.874 -0.643
C 1.503 0.896 -0.224
C 2.730 0.041 0.142
H -2.980 0.802 -0.526
H 1.849 1.719 -0.683
H 3.488 0.580 -0.393
H -3.658 -1.337 0.497
H -2.041 0.150 1.549

Entry 8:
46
Properties=species:S:1:pos:R:3 method="wB97M-V/def2-TZVPD" homo_energy_ev=-8.51 orbital_gap_ev=8.8760 smiles="CCn1nc(C)c(/C=N/NC(=O)C(F)(F)C(F)(F)C(F)(F)C(F)(F)C(F)(F)C(F)(F)F)c1C" energy_ha=-2171.9179 molar_mass_g_mol=512.3
F 6.423 2.229 4.625
F 1.351 2.443 4.895
F 5.155 1.466 3.068
F 2.436 4.533 3.750
F 1.604 1.493 1.532
F 3.431 3.369 2.230
F 2.617 1.033 3.852
F 3.986 2.515 5.547
F 0.077 0.135 3.513
F -1.050 1.965 3.791
F 0.618 3.327 2.126
F 6.052 3.412 2.871
F 4.652 4.446 4.855
O -1.983 1.776 1.233
N -1.350 -0.552 -0.141
N -2.696 -2.443 -3.697
N -1.847 -3.480 -3.649
N -0.761 -0.146 1.011
C -3.340 -0.376 -2.465
C -0.941 -1.633 -0.678
C 5.504 2.564 3.731
C 3.028 3.356 3.514
C 1.982 2.216 3.736
C -1.144 1.001 1.597
C -1.115 -3.325 -2.569
C -3.600 -2.327 -4.810
C -0.060 -4.300 -2.190
C -2.531 -1.599 -2.668
C 4.280 3.223 4.445
C -0.310 1.286 2.902
C -2.969 -1.544 -5.958
C 0.965 2.108 2.555
C -1.500 -2.136 -1.887
H 0.913 -3.812 -2.145
H -3.241 0.300 -3.314
H -0.021 -0.726 1.418
H -3.830 -3.343 -5.139
H -4.517 -1.840 -4.471
H -0.026 -5.094 -2.930
H -4.395 -0.629 -2.355
H -0.273 -4.733 -1.213
H -3.000 0.128 -1.566
H -0.134 -2.224 -0.226
H -3.659 -1.494 -6.796
H -2.724 -0.531 -5.647
H -2.056 -2.037 -6.283